Formula: CH5O2
Source: the OMol25 dataset
Level of theory: the ωB97M-V functional and the def2-TZVPD basis

Geometry as ORCA input:
```
! RIJCOSX wB97M-V def2-TZVPD def2/J DEFGRID3
* xyz -1 1
H -0.46 0.76 -1.48
H 2.11 0.43 1.74
O -0.09 -0.68 0.19
O 1.19 0.65 1.90
C -0.68 -0.21 -0.93
H -0.81 -1.07 -1.85
H -1.81 -0.03 -0.76
H 0.55 0.15 1.18
*
```

The LUMO energy comes out at 0.1780 Ha. Its HOMO-LUMO gap is 7.857 eV. For the calculated total energy, the calculation gives -5212.4574 eV. Its max |F| is 3.80 eV/Å.